Entry 1:
DFT (ωB97M-V/def2-TZVPD) results for a structure of composition C29H36F5GeN3O3OsSSe2.

Spin multiplicity: 5
ΔE to the lowest compared entry with this formula, charge and spin in eV: 0.000
LUMO energy (alpha / beta) in Ha: -0.2157 / -0.2931
Total charge: +2
Highest occupied orbital energy (alpha / beta) in eV: -13.35 / -13.77
Molar mass in g/mol: 1022.44

Each line ends with the Löwdin charge.
Element x y z (Å)
Os 0.54 0.13 0.97  1.332
O 2.60 1.66 4.14  0.169
C 1.84 1.39 3.26  -0.429
N 2.08 0.60 2.13  -0.065
C 3.28 -0.08 1.91  -0.430
O 4.21 -0.20 2.65  0.161
C 3.27 -0.72 0.53  -0.179
C 4.42 -1.29 0.02  0.041
C 4.38 -1.83 -1.25  0.014
C 3.20 -1.77 -1.98  0.001
C 2.09 -1.19 -1.40  -0.102
N 2.11 -0.69 -0.16  -0.069
C 0.41 1.90 3.25  -0.182
C -0.02 2.76 4.24  0.045
C -1.33 3.20 4.22  0.012
C -2.17 2.76 3.21  -0.005
C -1.68 1.91 2.24  -0.114
N -0.41 1.48 2.26  -0.095
H 5.31 -1.29 0.64  0.142
H 5.27 -2.28 -1.68  0.132
H 3.13 -2.17 -2.98  0.127
H 1.14 -1.12 -1.93  0.094
H 0.69 3.05 5.01  0.141
H -1.70 3.87 4.99  0.132
H -3.21 3.07 3.16  0.127
H -2.31 1.53 1.45  0.068
C 2.43 -3.70 2.42  -0.081
C 1.85 -3.73 3.84  -0.248
C 1.43 -2.36 4.36  -0.320
S -0.09 -1.63 3.75  1.032
O 0.01 -1.57 2.20  -0.692
C -1.30 -2.95 4.05  -0.304
C -1.56 -3.85 2.84  -0.268
C -2.62 -3.30 1.90  -0.091
H 2.76 -4.70 2.13  0.089
H 3.29 -3.04 2.39  0.073
H 1.69 -3.37 1.69  0.049
H 2.61 -4.10 4.53  0.126
H 1.02 -4.43 3.90  0.103
H 2.20 -1.60 4.19  0.088
H 1.25 -2.38 5.44  0.109
H -2.21 -2.44 4.36  0.097
H -0.91 -3.50 4.91  0.101
H -1.88 -4.82 3.24  0.126
H -0.63 -4.04 2.29  0.089
H -3.58 -3.19 2.41  0.086
H -2.78 -3.98 1.06  0.084
H -2.33 -2.33 1.49  0.044
C -2.30 4.19 -5.88  -0.201
Ge -1.63 4.59 -4.11  0.772
C 0.08 5.53 -4.14  -0.218
C -2.92 5.48 -2.97  -0.210
C -1.32 2.77 -3.27  -0.568
Se -0.51 2.89 -1.55  0.982
C 1.35 2.74 -2.07  -0.331
H -2.51 5.11 -6.41  0.035
H -3.22 3.61 -5.82  0.032
H -1.57 3.62 -6.46  0.030
H -0.05 6.50 -4.61  0.035
H 0.83 4.98 -4.72  0.029
H 0.47 5.70 -3.13  0.019
H -3.12 6.49 -3.35  0.034
H -2.55 5.59 -1.95  0.017
H -3.86 4.94 -2.95  0.031
H -0.71 2.13 -3.91  0.040
H -2.29 2.30 -3.12  0.021
H 1.56 3.54 -2.79  0.028
H 1.52 1.77 -2.53  0.034
H 1.96 2.86 -1.18  0.034
F -1.55 -4.78 -4.27  0.174
C -1.48 -3.73 -3.48  -0.121
C -2.02 -2.52 -3.88  -0.133
F -2.59 -2.41 -5.07  0.160
C -1.94 -1.42 -3.04  -0.243
F -2.46 -0.27 -3.46  0.081
C -1.33 -1.50 -1.79  -0.461
Se -1.40 0.03 -0.64  0.727
C -0.81 -2.73 -1.41  -0.268
F -0.20 -2.86 -0.23  0.059
C -0.87 -3.83 -2.24  -0.134
F -0.35 -4.99 -1.84  0.151



Entry 2:
DFT (ωB97M-V/def2-TZVPD) results for the ion C5H8N with charge +1.

ΔE to the lowest compared entry with this formula, charge and spin in eV: 3.615
LUMO energy (alpha / beta) in Ha: -0.2796 / -0.2796
Total charge: +1
Highest occupied orbital energy (alpha / beta) in eV: -15.29 / -15.29
Molar mass in g/mol: 82.13

Each line ends with the natural charge from an NBO analysis.
Element x y z (Å)
C -1.58 -0.69 -0.19  -0.066
C 0.87 0.69 -0.33  -0.431
C 1.01 -0.70 0.17  -0.542
C -0.37 1.36 0.30  -0.320
C -0.30 -1.35 0.12  0.312
N -1.60 0.58 -0.03  -0.107
H -2.41 -1.16 -0.56  0.242
H 1.80 1.28 -0.09  0.268
H 0.64 0.55 -1.44  0.230
H 1.59 -1.33 -0.53  0.313
H 1.43 -0.88 1.15  0.310
H -0.29 1.72 1.33  0.276
H -0.65 2.36 -0.14  0.274
H -0.16 -2.43 0.22  0.241



Entry 3:
DFT (ωB97M-V/def2-TZVPD) results for the molecule C4H12N2O.

ΔE to the lowest compared entry with this formula, charge and spin in eV: 4.359
LUMO energy in Ha: 0.0405
Total charge: 0
Highest occupied orbital energy in eV: -8.68
Molar mass in g/mol: 104.15

Each line ends with the natural charge from an NBO analysis.
Element x y z (Å)
C 3.04 -0.74 -0.38  -0.438
N 1.78 -0.45 0.27  -0.401
O 1.21 1.01 0.05  -0.263
N -0.02 0.89 -0.50  -0.305
C -1.10 0.43 0.36  -0.077
C -1.45 -1.04 0.13  -0.631
C -2.30 1.35 0.12  -0.602
H 2.88 -0.75 -1.46  0.196
H 3.37 -1.73 -0.08  0.212
H 3.82 -0.01 -0.15  0.180
H 1.91 -0.43 1.28  0.339
H 0.02 0.39 -1.39  0.335
H -0.76 0.57 1.39  0.199
H -1.88 -1.17 -0.87  0.197
H -2.17 -1.38 0.86  0.208
H -0.55 -1.65 0.20  0.231
H -2.02 2.38 0.29  0.218
H -3.12 1.08 0.79  0.203
H -2.65 1.25 -0.90  0.201



Entry 4:
DFT (ωB97M-V/def2-TZVPD) results for a structure of composition C9H17N2O4SbSe5V.

Spin multiplicity: 2
ΔE to the lowest compared entry with this formula, charge and spin in eV: 0.000
LUMO energy (alpha / beta) in Ha: -0.0618 / -0.0761
Total charge: 0
Highest occupied orbital energy (alpha / beta) in eV: -7.60 / -7.56
Molar mass in g/mol: 784.75

Each line ends with the natural charge from an NBO analysis.
Element x y z (Å)
V -2.01 -0.21 0.58  0.016
C -0.84 -3.00 1.77  -0.618
C -2.02 -2.11 1.51  -0.053
C -2.81 -2.23 0.34  -0.048
C -3.80 -1.27 0.03  -0.292
C -4.12 -0.24 0.99  -0.145
C -3.45 -0.19 2.22  -0.180
C -2.36 -1.07 2.46  -0.204
H -1.03 -3.64 2.63  0.233
H 0.03 -2.41 1.99  0.236
H -0.62 -3.62 0.92  0.229
H -2.58 -3.01 -0.36  0.247
H -4.32 -1.32 -0.91  0.280
H -4.89 0.47 0.78  0.265
H -3.72 0.54 2.94  0.262
H -1.83 -1.01 3.37  0.259
O -2.67 1.37 -0.51  -0.849
Se -1.76 0.54 -1.69  2.686
O -2.69 0.08 -2.96  -0.988
O -1.08 -0.88 -0.96  -0.850
O -0.46 1.46 -2.06  -1.087
N 2.61 2.09 -2.30  -0.737
C 3.65 1.02 -2.50  -0.221
C 3.83 0.19 -1.26  -0.242
N 2.56 -0.38 -0.85  -0.848
H 2.48 2.61 -3.15  0.421
H 2.86 2.74 -1.53  0.457
H 1.67 1.68 -2.06  0.491
H 4.59 1.51 -2.73  0.220
H 3.34 0.40 -3.34  0.209
H 4.18 0.81 -0.46  0.224
H 4.60 -0.56 -1.47  0.184
H 2.70 -1.00 -0.09  0.380
H 2.09 -0.87 -1.58  0.363
Se 3.34 0.98 2.77  -0.285
Sb 1.42 2.32 1.97  0.984
Se 0.60 3.56 3.86  -0.596
Se 2.97 3.65 0.62  -0.613
Se -0.44 0.99 1.02  0.204



Entry 5:
DFT (ωB97M-V/def2-TZVPD) results for a structure of composition C21H25BClN6O3Pt.

Spin multiplicity: 3
LUMO energy (alpha / beta) in Ha: 0.1048 / 0.1014
Total charge: -1
Highest occupied orbital energy (alpha / beta) in eV: -3.20 / -5.43
Molar mass in g/mol: 650.81

Each line ends with the natural charge from an NBO analysis.
Element x y z (Å)
Pt -1.09 -0.09 0.04  0.998
B -3.72 -2.05 1.36  0.189
N -2.75 -1.33 2.34  -0.277
C -2.87 -1.35 3.67  -0.020
C -2.00 -0.42 4.22  -0.359
C -1.38 0.15 3.11  -0.034
N -1.84 -0.41 1.99  -0.349
N -3.00 -2.53 0.05  -0.286
C -3.37 -3.61 -0.65  -0.017
C -2.77 -3.56 -1.90  -0.371
C -2.04 -2.37 -1.87  -0.037
N -2.20 -1.77 -0.70  -0.325
H -4.11 -3.05 1.92  -0.062
H -4.64 -1.32 1.07  -0.053
H -3.56 -2.03 4.13  0.214
H -1.85 -0.19 5.26  0.217
H -0.62 0.91 3.04  0.222
H -4.04 -4.33 -0.21  0.214
H -2.85 -4.28 -2.70  0.218
H -1.40 -1.91 -2.61  0.224
C 2.94 -2.88 -2.04  -0.617
C 3.76 -1.92 -1.20  -0.374
C 3.19 -0.49 -1.18  -0.269
C 4.05 0.41 -0.27  -0.360
C 3.52 1.83 -0.16  -0.624
C 3.25 0.07 -2.58  0.719
O 4.29 0.17 -3.21  -0.630
N 2.06 0.44 -3.12  -0.665
C 0.78 0.38 -2.52  0.790
O -0.15 0.74 -3.21  -0.644
N 0.68 -0.08 -1.24  -0.757
C 1.78 -0.54 -0.58  0.693
O 1.68 -0.99 0.55  -0.637
H 3.38 -3.88 -2.04  0.208
H 2.88 -2.55 -3.08  0.202
H 1.92 -2.96 -1.66  0.218
H 4.79 -1.85 -1.58  0.213
H 3.80 -2.25 -0.17  0.223
H 5.07 0.41 -0.68  0.212
H 4.08 -0.06 0.71  0.222
H 3.48 2.33 -1.13  0.202
H 4.16 2.44 0.49  0.209
H 2.52 1.85 0.27  0.221
H 2.06 0.80 -4.06  0.418
Cl -3.90 2.29 1.64  -0.022
C -2.30 2.93 1.39  -0.044
C -1.76 3.74 2.38  -0.231
C -0.49 4.26 2.24  -0.264
C 0.24 3.98 1.08  -0.241
C -0.31 3.18 0.10  -0.165
C -1.59 2.60 0.22  -0.104
C -2.07 1.66 -0.79  -0.672
H -2.35 3.93 3.26  0.216
H -0.07 4.89 3.02  0.202
H 1.23 4.39 0.95  0.204
H 0.26 2.96 -0.80  0.204
H -1.63 1.82 -1.76  0.227
H -3.14 1.52 -0.81  0.213



Entry 6:
DFT (ωB97M-V/def2-TZVPD) results for the molecule C4H5ClSi.

ΔE to the lowest compared entry with this formula, charge and spin in eV: 7.559
LUMO energy (alpha / beta) in Ha: -0.0474 / -0.0592
Total charge: 0
Highest occupied orbital energy (alpha / beta) in eV: -8.44 / -7.18
Molar mass in g/mol: 116.62

Each line ends with the natural charge from an NBO analysis.
Element x y z (Å)
C 0.65 -0.59 1.11  -0.376
C 1.10 -1.78 0.15  -0.121
C -0.48 0.01 0.92  -0.220
C -1.24 -0.23 -0.31  -0.708
Si -0.45 0.90 -1.54  1.239
Cl -0.78 2.90 -1.44  -0.374
H 1.16 -0.25 2.04  0.206
H 2.34 -1.69 0.26  0.097
H -1.15 0.65 1.52  0.233
H -1.95 -0.90 -0.61  0.233
H 0.82 0.97 -2.10  -0.209



Question: Which value of total charge does entry 5 give?
Answer: -1